{
  "formula": "C23H58BN4O11S",
  "method": "wB97M-V/def2-TZVPD",
  "species": ["C", "O", "C", "N", "C", "N", "C", "N", "C", "C", "S", "O", "O", "O", "C", "O", "B", "O", "O", "N", "H", "H", "H", "H", "H", "H", "H", "H", "H", "H", "H", "H", "H", "H", "H", "H", "H", "H", "C", "C", "O", "C", "C", "H", "H", "H", "H", "H", "H", "H", "H", "H", "H", "C", "C", "O", "C", "C", "H", "H", "H", "H", "H", "H", "H", "H", "H", "H", "C", "C", "O", "C", "C", "H", "H", "H", "H", "H", "H", "H", "H", "H", "H", "C", "C", "O", "C", "C", "H", "H", "H", "H", "H", "H", "H", "H", "H", "H"],
  "positions_angstrom": [[-0.88542, 0.57573, -2.18983], [0.28766, -0.16885, -2.50083], [1.09520, -0.44093, -1.41882], [1.80353, 0.78541, -0.95944], [2.89673, 1.28710, -1.86289], [2.46015, 2.23762, -2.84605], [1.49207, 1.42962, 0.12520], [2.13218, 2.63284, 0.45661], [1.06100, 3.53104, 0.94601], [1.53359, 4.98644, 0.98700], [1.58739, 5.79694, 2.57909], [0.28986, 5.72689, 3.17032], [2.19796, 7.06841, 2.33590], [0.59688, 3.08296, 2.19650], [0.35374, 1.70188, 2.27891], [-0.89611, 1.42608, 2.74148], [-1.98965, 1.66580, 1.87262], [-2.56024, 0.61249, 1.21977], [-2.43011, 2.93306, 1.69402], [0.46819, 1.03319, 0.93732], [-1.55405, 0.50436, -3.04234], [-0.64278, 1.63365, -2.02847], [-1.35867, 0.20470, -1.27642], [0.52587, -0.89994, -0.60319], [1.85539, -1.14740, -1.74853], [3.24604, 0.39991, -2.38542], [3.68013, 1.71390, -1.24452], [1.68905, 2.80927, -2.52391], [2.13189, 1.76435, -3.67975], [2.79519, 2.45129, 1.21155], [0.25232, 3.45198, 0.21097], [0.83783, 5.62082, 0.43478], [2.50562, 5.05956, 0.50022], [2.45824, 5.03288, 3.28243], [1.05763, 1.24505, 2.98023], [-1.89501, -0.07466, 1.06511], [-3.19217, 2.96453, 1.10092], [0.54353, 0.03381, 1.12029], [4.18191, 8.68205, 8.30419], [4.46093, 8.09468, 6.93237], [4.01411, 6.75701, 6.77173], [2.62418, 6.54277, 6.93849], [1.75397, 7.31848, 5.96536], [4.63278, 8.06627, 9.08331], [4.60158, 9.68625, 8.36837], [3.11352, 8.75708, 8.51021], [5.53667, 8.05191, 6.76223], [4.04192, 8.73566, 6.14861], [2.31939, 6.74357, 7.97150], [2.48907, 5.47135, 6.77816], [1.84203, 8.39687, 6.09817], [0.70642, 7.05025, 6.10368], [2.04096, 7.09201, 4.93825], [0.75136, -3.96176, 1.40645], [0.11214, -2.59448, 1.55044], [-0.72571, -2.22192, 0.46147], [-1.84878, -3.09390, 0.21729], [-2.80203, -3.17304, 1.39442], [1.33071, -4.02140, 0.48420], [1.41697, -4.15021, 2.24882], [0.00684, -4.75658, 1.38880], [0.89806, -1.82962, 1.58143], [-0.43475, -2.52459, 2.49604], [-1.51161, -4.08558, -0.09125], [-2.36302, -2.66042, -0.63957], [-2.34397, -3.59735, 2.28849], [-3.68072, -3.77480, 1.16839], [-3.13058, -2.15958, 1.63674], [-5.19678, -7.77170, -1.01557], [-5.04513, -6.35183, -1.53076], [-3.70438, -5.88471, -1.56279], [-2.80896, -6.62213, -2.37862], [-3.19719, -6.67054, -3.84581], [-4.77051, -7.86472, -0.01578], [-6.25308, -8.03697, -0.96870], [-4.70249, -8.49846, -1.66099], [-5.56615, -5.66215, -0.86604], [-5.50963, -6.25028, -2.51742], [-2.67600, -7.63578, -1.98486], [-1.84853, -6.11508, -2.27107], [-4.14578, -7.18441, -4.00252], [-2.43480, -7.20487, -4.41344], [-3.29107, -5.66190, -4.25112], [-0.79555, -4.47150, -7.00015], [-0.51087, -3.07203, -7.51514], [-0.79496, -2.04099, -6.58089], [-0.07870, -2.08446, -5.36625], [1.43058, -1.98933, -5.52528], [-1.83664, -4.55920, -6.68671], [-0.60783, -5.20038, -7.78866], [-0.16410, -4.73532, -6.15027], [-1.15061, -2.85631, -8.36998], [0.52353, -2.99563, -7.86829], [-0.34572, -2.97849, -4.78887], [-0.43431, -1.22583, -4.79649], [1.84193, -2.83544, -6.07577], [1.90722, -1.97319, -4.54244], [1.70156, -1.07913, -6.06298]],
  "lowdin_charge": [-0.04, -0.14, -0.16, 0.06, -0.18, 0.06, -0.27, 0.14, -0.33, -0.16, 0.66, -0.30, -0.32, 0.01, -0.32, 0.18, -0.79, 0.20, 0.24, 0.21, 0.10, 0.09, 0.08, 0.10, 0.15, 0.13, 0.12, 0.07, 0.08, 0.17, 0.16, 0.12, 0.12, 0.09, 0.18, 0.07, 0.13, 0.12, -0.08, -0.28, -0.16, -0.28, -0.07, 0.08, 0.08, 0.07, 0.12, 0.11, 0.11, 0.11, 0.08, 0.09, 0.04, -0.06, -0.28, -0.22, -0.23, -0.05, 0.09, 0.09, 0.08, 0.10, 0.12, 0.11, 0.12, 0.08, 0.08, 0.08, -0.08, -0.28, -0.18, -0.28, -0.08, 0.08, 0.08, 0.07, 0.12, 0.11, 0.11, 0.11, 0.07, 0.08, 0.08, -0.08, -0.27, -0.15, -0.29, -0.07, 0.08, 0.08, 0.06, 0.12, 0.11, 0.11, 0.10, 0.07, 0.06, 0.08],
  "homo_energy_ev": -11.01,
  "charge": 1,
  "homo_lumo_gap_ha": 0.2790,
  "largest_force_ha_per_bohr": 0.0276
}



{
  "formula": "LiN2O6",
  "method": "wB97M-V/def2-TZVPD",
  "species": ["Li", "N", "O", "O", "O", "N", "O", "O", "O"],
  "positions_angstrom": [[-0.15149, -0.29379, 1.56013], [-1.54807, 0.60053, -0.51426], [-0.68032, 1.05845, -1.28881], [-2.35823, 1.35087, -0.01632], [-1.35084, -0.49359, 0.09053], [1.54906, -0.60048, 0.05979], [0.41716, -0.62130, -0.23595], [2.23967, -1.56840, 0.12548], [1.88307, 0.56772, 0.21940]],
  "nbo_charge": [0.95, 0.70, -0.48, -0.54, -0.63, 0.69, -0.53, -0.54, -0.62],
  "homo_energy_ev": -4.07,
  "charge": -1,
  "homo_lumo_gap_ha": 0.2299,
  "e_above_lowest_ev": 3.1861,
  "largest_force_ha_per_bohr": 0.1436
}